Entry from the OMol25 dataset: an isolated ion of composition C3H7N2O2 and charge +1 at a distorted geometry (ωB97M-V with the def2-TZVPD basis set).

```
14
C3H7N2O2 (ωB97M-V with the def2-TZVPD basis set)
C -1.564 -0.354 0.260
C 0.844 -1.331 -0.678
C -0.273 -1.219 0.387
N 1.189 -0.840 0.636
N -1.142 1.139 0.452
O -2.629 -0.770 0.067
O 1.348 0.519 0.686
H 1.238 -2.293 -0.903
H 0.956 -0.589 -1.379
H -0.569 -2.146 0.964
H -0.049 1.087 0.618
H -1.625 1.568 1.318
H -1.451 1.843 -0.314
H 2.044 0.616 1.256
```

Results
SMILES string: [NH3+]C(=O)[C@H]1CN1O
Frontier orbital gap (eV): 10.64
Charge: +1
E_tot (Ha): -378.114160

=====

Entry from the OMol25 dataset: C64H126AgN5O14 as an isolated structure at a distorted geometry (ωB97M-V with the def2-TZVPD basis set).

```
210
C64H126AgN5O14 (ωB97M-V with the def2-TZVPD basis set)
Ag 1.172 -0.027 -6.008
C -0.677 0.410 -1.760
C 0.709 0.766 -2.425
C 1.845 0.486 -1.469
O 0.824 0.295 -3.776
H -1.518 0.765 -2.356
H -0.856 0.586 -0.700
H -0.754 -0.675 -1.831
H 0.876 1.844 -2.416
H 2.845 0.598 -1.887
H 1.779 -0.512 -1.038
H 1.919 1.173 -0.626
C -5.830 -0.526 4.609
C -4.587 -1.235 4.133
C -5.083 -2.587 3.511
C -5.546 -2.451 2.058
C -4.539 -1.585 1.240
C -4.264 -0.189 1.763
N -3.778 -0.398 3.150
O -3.200 0.763 3.620
C -3.052 0.353 0.925
C -5.542 0.722 1.594
C -3.674 -1.666 5.341
H -6.396 -1.028 5.394
H -6.509 -0.412 3.764
H -5.553 0.428 5.058
H -4.300 -3.345 3.529
H -5.957 -3.002 4.014
H -6.542 -2.009 2.080
H -5.589 -3.390 1.506
H -4.713 -1.613 0.164
H -3.550 -2.043 1.266
H -2.096 -0.091 1.202
H -3.250 0.417 -0.145
H -2.847 1.399 1.153
H -5.917 1.044 2.565
H -5.230 1.693 1.210
H -6.364 0.370 0.971
H -3.275 -0.749 5.774
H -2.808 -2.216 4.973
H -4.184 -2.311 6.057
H -4.006 1.282 3.575
C 6.043 6.508 -0.709
C 4.750 5.915 0.015
C 3.521 6.090 -0.778
C 3.423 4.985 -1.825
C 3.461 3.537 -1.266
C 4.680 3.314 -0.325
N 4.888 4.525 0.538
O 5.796 4.352 1.589
C 4.321 2.136 0.565
C 5.956 2.978 -1.128
C 4.574 6.962 1.155
H 6.892 5.990 -0.263
H 6.368 7.542 -0.601
H 5.927 6.297 -1.772
H 2.629 6.066 -0.153
H 3.590 7.001 -1.371
H 4.169 5.207 -2.589
H 2.478 5.085 -2.358
H 3.569 2.877 -2.126
H 2.485 3.277 -0.857
H 3.303 2.140 0.954
H 4.408 1.166 0.076
H 4.887 2.117 1.497
H 6.227 3.731 -1.869
H 6.801 2.756 -0.476
H 5.805 2.070 -1.711
H 5.544 7.054 1.644
H 3.864 6.511 1.848
H 4.053 7.880 0.884
H 5.190 4.299 2.332
C -3.409 -4.090 -1.415
C -2.183 -5.000 -0.916
C -2.200 -4.985 0.651
C -1.229 -5.954 1.355
C -1.624 -7.411 0.765
C -1.660 -7.561 -0.754
N -2.458 -6.421 -1.267
O -2.692 -6.587 -2.703
C -0.160 -7.625 -1.174
C -2.350 -8.904 -1.045
C -0.864 -4.514 -1.467
H -3.314 -3.018 -1.240
H -4.413 -4.383 -1.108
H -3.439 -4.211 -2.498
H -1.972 -3.937 0.847
H -3.198 -5.068 1.083
H -1.206 -5.781 2.431
H -0.182 -5.908 1.059
H -2.579 -7.770 1.150
H -0.899 -8.099 1.200
H -0.087 -7.267 -2.201
H 0.605 -7.065 -0.636
H 0.191 -8.656 -1.222
H -2.023 -9.280 -2.015
H -2.037 -9.680 -0.346
H -3.434 -8.802 -1.092
H -1.089 -3.491 -1.770
H -0.597 -5.011 -2.400
H -0.034 -4.435 -0.765
H -3.618 -6.833 -2.764
C 0.601 -3.033 4.591
C 1.925 -2.608 4.022
C 1.960 -3.206 2.571
C 1.164 -2.287 1.607
C 1.336 -0.783 1.797
C 1.438 -0.240 3.249
N 2.276 -1.205 4.018
O 2.583 -0.675 5.235
C 2.131 1.138 3.251
C -0.098 -0.090 3.721
C 3.155 -3.362 4.647
H 0.703 -4.088 4.843
H -0.289 -2.872 3.983
H 0.299 -2.525 5.507
H 2.965 -3.273 2.154
H 1.556 -4.218 2.532
H 0.094 -2.496 1.579
H 1.461 -2.618 0.612
H 0.491 -0.300 1.305
H 2.227 -0.488 1.244
H 2.012 1.548 4.254
H 3.182 1.154 2.962
H 1.624 1.827 2.574
H -0.770 -0.945 3.640
H -0.009 -0.082 4.807
H -0.644 0.810 3.436
H 3.000 -4.439 4.706
H 3.338 -3.112 5.692
H 4.052 -3.158 4.063
H 3.540 -0.731 5.288
C -0.393 3.829 0.483
C -1.249 4.728 1.451
C -2.276 5.539 0.492
C -3.360 6.372 1.106
C -4.148 5.487 2.045
C -3.303 4.706 3.106
N -2.155 4.008 2.450
O -1.409 3.233 3.322
C -2.735 5.640 4.211
C -4.334 3.728 3.753
C -0.180 5.768 2.073
H 0.311 3.258 1.088
H 0.035 4.482 -0.277
H -1.109 3.131 0.049
H -1.714 6.318 -0.023
H -2.592 4.846 -0.288
H -4.162 6.840 0.535
H -2.831 7.078 1.747
H -4.636 4.713 1.453
H -4.984 6.026 2.490
H -2.670 6.671 3.864
H -3.321 5.603 5.129
H -1.735 5.366 4.548
H -4.690 2.969 3.056
H -3.832 3.189 4.556
H -5.265 4.236 4.007
H 0.747 5.895 1.513
H 0.222 5.374 3.006
H -0.646 6.739 2.242
H -1.605 2.380 2.926
O 2.345 -2.007 -5.609
C 2.469 -2.923 -4.807
O 3.395 -3.887 -4.947
C 3.503 -4.798 -3.845
C 2.546 -4.170 -2.813
C 1.655 -3.191 -3.589
H 4.488 -4.914 -3.394
H 3.070 -5.754 -4.140
H 3.182 -3.685 -2.072
H 1.900 -4.993 -2.507
H 1.305 -2.297 -3.073
H 0.794 -3.730 -3.985
O -0.853 -1.158 -6.194
C -1.866 -1.693 -5.781
O -2.071 -3.009 -5.917
C -3.395 -3.344 -5.595
C -3.813 -2.177 -4.661
C -3.067 -1.035 -5.165
H -3.437 -4.268 -5.018
H -4.075 -3.312 -6.447
H -3.705 -2.441 -3.609
H -4.860 -1.948 -4.859
H -2.684 -0.318 -4.439
H -3.693 -0.534 -5.903
O 4.821 -0.353 -3.601
C 5.606 -1.269 -3.500
O 5.991 -1.936 -4.609
C 6.795 -3.107 -4.284
C 7.077 -2.993 -2.707
C 6.043 -1.941 -2.207
H 7.708 -3.187 -4.874
H 6.186 -4.003 -4.409
H 8.133 -2.746 -2.603
H 6.916 -3.861 -2.067
H 6.534 -1.101 -1.715
H 5.167 -2.239 -1.631
O -1.754 7.216 -3.351
C -1.095 6.287 -3.819
O -0.735 5.270 -3.129
C 0.110 4.314 -3.797
C 0.555 5.197 -5.024
C -0.631 6.100 -5.257
H -0.434 3.450 -4.177
H 0.855 3.759 -3.227
H 0.657 4.549 -5.895
H 1.494 5.691 -4.776
H -1.475 5.640 -5.770
H -0.381 7.094 -5.628
```

Results
2S+1: 2
Frontier orbital gap (spin up / spin down) (eV): 6.51 / 4.45
Charge: +1
⟨S²⟩: 0.755
E_tot (Ha): -3987.589050

=====

Entry from the OMol25 dataset: a 2-piece molecular cluster, C4H13N3O overall at a distorted geometry (ωB97M-V with the def2-TZVPD basis set).

```
21
C4H13N3O (ωB97M-V with the def2-TZVPD basis set)
C -1.529 0.398 -1.261
C -0.168 0.019 -2.009
C 0.979 -0.283 -1.121
N 2.309 -0.996 1.573
C 2.178 0.188 1.092
N 1.172 0.615 0.096
N -2.235 -0.662 -0.480
H -1.247 1.397 -0.709
H -2.181 0.677 -1.947
H -0.096 0.870 -2.653
H -0.395 -0.916 -2.628
H 0.808 -1.384 -0.837
H 1.837 -0.231 -1.666
H 1.855 -1.794 1.267
H 2.626 0.947 1.615
H 1.129 1.594 -0.323
H -2.708 -1.382 -0.980
H -1.641 -0.989 0.248
H -0.845 0.714 2.029
H -2.226 0.409 1.238
O -1.800 0.681 2.103
```

Results
SMILES string: [H]/N=C\NCCCN.O
Frontier orbital gap (eV): 10.07
E_tot (Ha): -399.633484